# 1
Entry from the OMol25 dataset: the molecule C3H3F3O (ωB97M-V with the def2-TZVPD basis set).

As for the relative energy (zero: lowest compared OMol25 entry of this formula, charge and spin): 197.25 kJ/mol. As for the structure (SMILES): O[C@]1(F)CC1(F)F. As for the frontier orbital gap: 9.6881 eV. The value obtained for the largest force on an atom is 4.344 eV/Å. The value obtained for the highest occupied orbital energy is -0.3333 Ha.

Structure (XYZ):
```
10
C3H3F3O ωB97M-V with the def2-TZVPD basis set
F -0.675 -0.767 1.995
F -1.824 -1.378 -1.522
F -1.036 -2.831 -0.076
O -1.582 0.821 0.634
C -0.999 -1.565 -0.495
C 0.215 -0.699 -0.288
C -0.839 -0.290 0.731
H 0.415 0.014 -1.081
H 1.105 -1.192 0.083
H -1.096 1.605 0.941
```

***

# 2
Entry from the OMol25 dataset: C6H7FS as an isolated structure (ωB97M-V with the def2-TZVPD basis set).

As for the relative energy (zero: lowest compared OMol25 entry of this formula, charge and spin): 235.44 kJ/mol. As for the frontier orbital gap: 9.8406 eV. The value obtained for the largest force on an atom is 3.198 eV/Å. The value obtained for the highest occupied orbital energy is -0.3313 Ha.

Structure (XYZ):
```
15
C6H7FS ωB97M-V with the def2-TZVPD basis set
S -0.844 0.280 -1.976
F 1.205 -1.770 0.118
C -0.417 -0.088 1.950
C -1.186 -0.299 0.899
C 0.241 1.550 0.388
C 0.865 0.458 1.404
C 1.100 -0.428 0.089
C -0.274 0.244 -0.269
H -0.429 -1.133 -2.152
H 2.000 0.068 -0.394
H -0.708 -0.415 2.960
H 1.756 0.675 1.979
H -0.636 2.185 0.750
H 0.974 2.070 -0.161
H -2.271 -0.623 0.806
```

***

# 3
Entry from the OMol25 dataset: C4H3BrNO4 as an isolated structure (ωB97M-V with the def2-TZVPD basis set).

As for the frontier orbital gap: 7.6770 eV. The value obtained for the largest force on an atom is 5.631 eV/Å. As for the net charge: -1. The value obtained for the highest occupied orbital energy is -0.1598 Ha.

Structure (XYZ):
```
13
C4H3BrNO4 ωB97M-V with the def2-TZVPD basis set
Br -4.456 -0.174 1.125
O -1.201 1.069 -0.803
O 2.324 0.330 -0.985
O -3.321 1.583 -1.013
O 3.042 -0.117 1.258
N -2.718 -0.014 0.513
C -2.587 0.867 -0.429
C 2.330 0.249 0.369
C 1.158 0.889 -0.219
C -0.254 0.192 -0.411
H -0.066 -0.540 -1.193
H -0.685 -0.333 0.474
H 0.866 1.828 -0.304
```

***

# 4
Entry from the OMol25 dataset: C50H42F5NP2PdS2 as an isolated structure (ωB97M-V with the def2-TZVPD basis set).

As for the frontier orbital gap: 7.1355 eV. The value obtained for the largest force on an atom is 2.029 eV/Å. The value obtained for the highest occupied orbital energy is -0.2698 Ha.

Structure (XYZ):
```
103
C50H42F5NP2PdS2 ωB97M-V with the def2-TZVPD basis set
Pd -0.962 -1.033 0.616
S 1.318 -1.407 4.470
S -3.338 -1.264 -0.143
P -1.472 1.391 0.258
P 0.820 -0.447 -1.639
F -5.374 -3.255 -0.177
F -4.960 -1.150 -5.136
F -3.373 -0.253 -3.264
F -6.828 -3.069 -4.606
F -7.003 -4.082 -2.084
N 0.441 -0.770 2.130
C 1.327 4.720 1.842
C 3.607 2.250 -0.701
C -5.056 -1.675 -3.910
C 4.768 3.392 1.176
C -0.583 0.053 -2.683
C 1.671 -0.093 2.277
C -3.393 1.022 2.241
C 3.570 1.233 1.620
C 2.257 0.237 -3.998
C 1.043 4.680 0.488
C 0.826 -4.205 -0.013
C 0.195 -1.522 3.177
C 3.495 0.247 3.844
C 2.266 -0.320 3.515
C -4.445 3.582 2.029
C 3.391 0.256 -4.801
C -4.249 -1.718 -1.600
C 4.518 -0.462 -4.434
C -1.932 1.902 -1.443
C -4.417 1.424 3.088
C -6.094 -3.146 -2.365
C -1.513 -2.535 1.850
C -0.883 -2.476 3.105
C -0.484 -4.349 -2.019
C 1.040 -2.853 -0.259
C 2.234 -0.497 -2.815
C 0.048 -4.948 -0.881
C -3.416 3.183 1.193
C -4.946 2.700 2.981
C -5.234 -2.693 -1.383
C -0.247 -3.012 -2.274
C 0.237 3.671 -0.030
C 0.511 -2.236 -1.389
C -4.212 -1.233 -2.904
C 4.508 -1.195 -3.254
C -2.888 1.897 1.287
C 0.002 2.745 2.165
C -6.006 -2.640 -3.648
C -1.203 -3.341 4.155
C -2.441 -3.564 1.665
C -2.150 -4.321 3.954
C 4.382 2.026 0.596
C 0.807 3.742 2.684
C 3.381 -1.203 -2.450
C 2.328 0.696 1.329
C -0.299 2.694 0.801
C -2.746 -4.433 2.701
C 5.655 1.235 0.264
C -0.975 1.532 -2.589
C 4.131 1.007 2.892
H -1.503 1.797 -3.509
H -4.852 4.581 1.945
H -5.747 3.013 3.639
H -3.017 3.886 0.472
H -0.145 -5.994 -0.680
H 1.946 5.510 2.247
H 4.196 2.881 -1.371
H 5.407 0.253 -0.142
H -0.702 -3.252 5.113
H -4.808 0.732 3.823
H -3.474 -5.217 2.527
H 1.445 5.437 -0.174
H 5.384 -1.758 -2.958
H -1.082 -4.932 -2.708
H 6.284 1.087 1.144
H 3.388 0.833 -5.717
H -2.117 2.979 -1.460
H -2.943 -3.680 0.719
H 5.399 -0.452 -5.062
H -0.663 -2.561 -3.167
H 3.880 3.965 1.446
H 1.024 3.762 3.744
H 0.016 3.674 -1.089
H 3.391 -1.772 -1.525
H 5.395 3.301 2.064
H 1.391 0.811 -4.304
H 5.330 3.961 0.432
H 1.684 -2.287 0.405
H -2.413 -5.001 4.753
H -2.999 0.014 2.318
H 3.951 0.070 4.809
H 2.654 2.750 -0.521
H 1.858 0.849 0.371
H 6.244 1.772 -0.483
H -0.409 -0.229 -3.723
H 1.243 -4.659 0.877
H -0.417 1.999 2.833
H -0.079 2.159 -2.564
H 3.411 1.312 -1.222
H -1.413 -0.548 -2.326
H 5.099 1.428 3.128
H -2.891 1.405 -1.609
```

***

# 5
Entry from the OMol25 dataset: a 3-piece molecular cluster, C9H24O3 overall (ωB97M-V with the def2-TZVPD basis set).

As for the relative energy (zero: lowest compared OMol25 entry of this formula, charge and spin): 100.33 kJ/mol. As for the structure (SMILES): CC(C)O.CC(C)O.CC(C)O. As for the frontier orbital gap: 10.2204 eV. The value obtained for the largest force on an atom is 3.440 eV/Å. The value obtained for the highest occupied orbital energy is -0.3502 Ha.

Structure (XYZ):
```
36
C9H24O3 ωB97M-V with the def2-TZVPD basis set
O 0.307 -0.143 0.541
O 0.066 2.820 0.534
O 0.384 -1.437 -1.964
C -2.309 2.620 -0.035
C 1.184 0.294 2.557
C 0.244 -3.773 -2.942
C -1.204 3.269 0.951
C -1.227 4.782 0.809
C -0.695 -3.150 -0.616
C 1.535 0.003 1.109
C -0.387 -2.636 -2.067
C 2.385 -1.243 0.797
H 0.576 -0.525 2.941
H -2.102 5.325 1.164
H -1.377 -2.531 -2.511
H 2.150 0.871 0.869
H -0.001 1.864 0.582
H -1.085 5.112 -0.220
H 3.347 -1.293 1.306
H 0.479 -0.581 -0.296
H 2.668 -1.117 -0.248
H 1.165 -4.171 -2.518
H -1.464 2.973 1.967
H -2.084 2.779 -1.089
H -3.279 3.035 0.239
H -0.413 -4.582 -3.263
H 2.022 0.499 3.223
H 0.572 -3.324 -3.880
H -0.376 5.111 1.405
H 0.623 1.223 2.662
H -1.349 -4.014 -0.736
H 0.265 -3.428 -0.182
H -2.506 1.585 0.243
H -1.198 -2.493 0.094
H 1.849 -2.177 0.967
H 1.234 -1.548 -2.397
```

***

| no. | total energy (a.u.) |
| --- | --- |
| 1 | -490.87557 |
| 2 | -730.77497 |
| 3 | -3083.93358 |
| 4 | -4091.59046 |
| 5 | -582.98394 |